No. 1
121
Properties=species:S:1:pos:R:3 method="wB97M-V/def2-TZVPD" e_homo_ev=-3.60 total_charge=-1 multiplicity=1 e_above_lowest_kcal_mol=35.5
Sb 2.955 0.027 -3.629
Br 0.869 -0.112 8.438
Ti 0.348 0.157 0.191
S 1.860 0.612 -1.539
Si -2.047 2.214 -1.079
O 1.487 0.572 1.450
O 0.469 -1.814 0.178
N -2.179 -4.627 4.144
N -1.413 -0.494 -1.563
N -1.096 -0.456 1.739
N -2.241 -4.314 5.349
C 4.244 -3.248 -0.750
C 5.321 -2.088 -3.005
C -3.685 2.930 1.134
C -0.126 2.633 -6.908
C -4.811 2.952 1.945
C -0.086 -1.412 7.440
C -1.762 -2.433 2.985
C 5.297 -3.879 -1.399
C -2.583 -1.203 -0.961
C 6.239 3.638 -2.696
C -1.433 -1.610 7.688
C -0.813 -4.525 2.222
C 4.412 1.593 -3.295
C 3.745 -2.043 -1.231
C -0.736 -1.389 -2.533
C 4.271 -1.420 -2.366
C -4.812 1.522 -0.421
C -5.944 1.530 0.384
C -1.576 -3.839 3.151
C 1.581 1.646 -4.845
C -2.125 3.764 -2.150
C 0.584 -2.158 6.483
C 1.925 2.748 -5.641
C -5.943 2.237 1.578
C 3.984 2.903 -3.101
C -3.649 2.199 -0.057
C -0.094 -3.885 1.214
C -0.570 2.120 0.005
C 3.356 1.744 2.325
C 1.101 3.229 -6.656
C -1.069 4.027 -3.029
C -3.115 5.882 -2.798
C 4.885 3.918 -2.809
C -2.716 -1.640 3.652
C -0.498 1.531 -6.151
C -1.640 -1.857 -3.676
C 5.838 -3.289 -2.534
C -1.863 0.742 -2.256
C -3.143 4.713 -2.049
C -1.941 0.271 2.434
C -1.006 -1.792 1.985
C -2.117 -2.567 6.959
C -2.060 6.123 -3.663
C -1.036 5.192 -3.780
C 2.109 -0.020 3.665
C -3.013 -2.324 -3.159
C -0.146 -2.503 1.089
C 5.770 1.321 -3.145
C 2.592 0.430 2.295
C -0.108 -3.091 5.733
C -2.800 -0.299 3.384
C 0.356 1.051 -5.167
C 6.679 2.333 -2.861
C -2.956 -2.515 -1.650
C -1.473 -3.287 5.954
H 1.439 0.727 4.096
H -3.399 -2.099 4.355
H 0.511 -4.451 0.518
H -1.122 -2.670 -4.188
H -2.811 3.498 1.435
H 4.256 1.653 2.936
H 3.234 -0.349 1.860
H -2.034 7.035 -4.249
H 3.643 2.024 1.311
H 2.927 3.121 -3.148
H -0.255 3.317 -3.142
H -2.235 -3.296 -1.394
H 3.809 -3.700 0.136
H -1.446 1.038 -6.342
H -0.683 2.624 0.971
H 2.871 3.254 -5.491
H -0.338 -2.238 -1.980
H -3.325 -3.244 -3.656
H 1.564 -0.962 3.578
H 0.260 2.610 -0.510
H 6.944 4.427 -2.462
H -3.530 0.329 3.875
H -0.212 5.361 -4.459
H -1.970 1.328 2.213
H -0.755 -5.601 2.323
H -1.761 -1.059 -4.412
H -3.164 -2.761 7.151
H -3.922 -2.840 -1.255
H -1.937 -1.036 8.453
H 0.419 -3.669 4.985
H 0.054 0.147 -4.635
H 2.918 -1.574 -0.705
H 1.417 4.080 -7.251
H -3.918 6.604 -2.704
H 0.126 -0.849 -2.921
H 6.656 -3.772 -3.058
H -3.441 -0.534 -1.013
H -2.412 -1.397 0.093
H 4.526 4.929 -2.654
H 1.640 -2.001 6.316
H -3.777 -1.573 -3.386
H 5.686 -4.821 -1.032
H -1.064 1.047 -2.937
H -2.745 0.552 -2.883
H 7.731 2.097 -2.751
H -4.851 0.986 -1.363
H 6.126 0.306 -3.235
H -0.773 3.007 -7.692
H 5.754 -1.674 -3.914
H 2.953 -0.164 4.343
H -6.829 0.986 0.077
H -4.807 3.529 2.862
H -6.821 2.241 2.211
H -3.976 4.537 -1.378
H 2.727 2.534 2.740

No. 2
133
Properties=species:S:1:pos:R:3 method="wB97M-V/def2-TZVPD" e_homo_ev=-2.13 total_charge=-2 multiplicity=1 e_above_lowest_kcal_mol=0.0
Cd -0.662 1.971 0.853
As 2.216 -1.077 2.489
S -2.238 -2.993 -0.935
S -3.058 3.097 -1.216
S -4.944 -4.217 -1.387
S 1.121 2.455 2.631
S -0.552 -0.490 -0.692
P 2.923 -1.130 -2.143
O -3.628 4.426 -1.267
O -3.596 2.172 -0.259
O 2.658 -0.391 -0.895
O -2.201 2.976 2.182
N -3.222 -0.653 -1.147
N 4.547 -1.503 -2.400
N 2.546 -0.274 -3.506
N -0.869 1.182 4.013
N -4.232 -1.576 -1.346
N 0.259 2.805 5.136
N -0.967 0.304 2.953
N 2.160 -2.608 -2.230
N 1.137 2.707 -0.664
N -1.476 3.034 -1.070
C -4.539 2.715 -3.492
C -2.544 1.366 -3.292
C -4.552 0.346 3.078
C 6.698 -2.497 1.620
C -3.939 -2.887 -1.260
C -1.000 4.697 -2.833
C -4.430 3.104 2.926
C 6.307 -1.167 1.555
C -5.519 -0.988 -1.567
C 0.774 3.583 -1.634
C -5.607 2.479 3.275
C -7.070 0.754 -1.040
C 1.535 0.774 -3.451
C -3.380 2.366 -2.813
C -2.875 0.718 -4.473
C 0.066 2.063 3.968
C -7.935 0.278 -2.015
C 5.752 -3.472 1.903
C 1.732 4.258 -2.420
C -3.250 2.375 2.619
C -0.640 3.795 -1.845
C 2.766 0.008 7.096
C 3.091 3.966 -2.160
C -5.856 0.125 -0.811
C 1.530 -0.341 6.570
C -0.029 5.364 -3.604
C -3.338 0.956 2.780
C 1.258 -2.765 2.821
C 3.428 3.071 -1.188
C -0.632 -4.172 2.278
C 2.401 2.460 -0.440
C 1.938 -3.297 -0.960
C -2.154 0.139 2.484
C 3.762 -0.334 4.931
C -4.037 1.054 -5.156
C 3.882 0.011 6.272
C 1.412 -0.692 5.234
C 5.091 -2.730 -1.836
C 4.983 -0.819 1.788
C 1.310 5.165 -3.423
C -5.695 1.084 3.342
C -4.870 2.051 -4.666
C 0.865 -4.815 4.044
C 1.611 -3.666 3.828
C 1.086 -2.845 -3.183
C 2.529 -0.699 4.399
C 3.088 -0.530 -4.820
C 4.030 -1.783 2.123
C 0.123 -3.023 2.059
C -7.579 -0.833 -2.770
C 5.433 -0.359 -2.208
C -2.087 -1.221 -0.924
C 4.430 -3.117 2.151
C -6.365 -1.469 -2.554
C -0.259 -5.070 3.265
H -0.369 6.058 -4.366
H 6.042 -4.516 1.933
H -0.179 -2.303 1.303
H 0.645 -0.321 7.194
H -1.663 1.084 -2.727
H 5.612 -0.148 -1.148
H 0.968 -3.029 -0.533
H 2.625 1.750 0.346
H 1.303 -2.368 -4.136
H -1.519 -4.351 1.682
H 4.645 -0.326 4.303
H -0.559 2.757 5.729
H 0.438 -0.939 4.831
H 1.151 -5.505 4.830
H -6.488 3.081 3.477
H -2.244 -0.677 1.768
H -0.850 -5.961 3.440
H 0.710 0.548 -4.136
H 6.084 -2.901 -2.262
H 5.195 -2.690 -0.745
H 3.775 -1.371 -4.788
H -5.161 0.517 -0.081
H -5.171 3.494 -3.087
H 7.729 -2.774 1.433
H 2.706 -3.025 -0.237
H 3.855 4.463 -2.751
H 1.963 1.741 -3.731
H -8.882 0.774 -2.193
H 2.466 -3.454 4.460
H 2.049 5.680 -4.025
H 3.706 -3.890 2.373
H 1.974 -4.380 -1.119
H -2.232 -0.071 -4.847
H 1.124 0.845 -2.447
H 4.851 0.290 6.670
H 6.394 -0.558 -2.693
H -4.299 0.530 -6.068
H 2.284 -0.751 -5.534
H 3.627 0.349 -5.195
H 0.125 -2.470 -2.811
H -7.324 1.626 -0.450
H 4.448 -3.567 -2.100
H -6.075 -2.330 -3.137
H -2.046 4.904 -3.004
H 4.461 2.827 -0.976
H 0.994 -3.922 -3.353
H -4.382 4.182 2.820
H -8.244 -1.203 -3.541
H 7.033 -0.398 1.312
H 4.676 0.220 1.716
H 0.533 3.754 4.932
H 4.989 0.528 -2.660
H -5.782 2.305 -5.192
H 2.856 0.292 8.138
H -6.628 0.594 3.588
H -4.590 -0.739 3.120

No. 3
141
Properties=species:S:1:pos:R:3 method="wB97M-V/def2-TZVPD" e_homo_ev=-8.40 smiles="CC[C@H](F)c1c(C[C@H]2CO2)c(N)c2c(c1CCCCCCCCCCOC)C(=O)N(N)C2=O.O=C1C=C(O)C(=O)C=C1O.O=C1C=C(O)C(=O)C=C1O.O=C1C=C(O)C(=O)C=C1O.O=C1C=C(O)C(=O)C=C1O.O=C1C=C(O)C(=O)C=C1O" multiplicity=1
F 5.002 0.213 -4.011
O 1.228 -2.527 5.655
O 3.609 -1.352 9.525
O 6.934 0.660 -8.295
O 1.445 -2.397 1.760
O -9.308 -2.566 -0.551
O 0.187 -4.738 6.800
O 6.802 3.060 -9.529
O -9.371 2.389 1.909
O 2.635 -3.611 10.641
O 3.858 -3.258 2.662
O 2.399 4.929 1.283
O -1.489 -3.699 4.822
O -6.665 -3.106 5.746
O 7.238 3.058 -2.148
O -0.447 3.708 -1.937
O -11.383 1.552 0.312
O -3.213 -5.018 3.211
O 2.431 3.861 -8.025
O -1.931 -0.967 -0.328
O 3.981 0.629 5.283
O -7.338 -1.763 1.114
O 1.541 1.442 4.451
O -4.943 -1.721 7.300
O 2.596 1.500 -6.721
N 4.966 3.303 0.632
N 1.008 4.976 -0.648
N -0.206 5.248 0.025
C 2.283 -3.377 9.499
C -10.409 -0.533 -0.180
C 0.311 0.041 -3.099
C 2.090 4.525 0.188
C 3.917 -0.077 -3.154
C 2.066 0.297 3.974
C -4.324 -0.707 -0.596
C 4.607 3.538 -8.825
C -9.378 -1.356 0.033
C -5.482 -3.248 5.501
C 3.412 -0.095 4.485
C 2.793 3.366 -0.541
C 5.882 1.063 -1.044
C 2.004 -1.695 2.583
C 4.096 2.774 -0.351
C 1.880 2.874 -1.579
C 3.338 -2.101 3.113
C -4.442 0.805 -1.041
C -4.997 -4.103 4.420
C 3.572 1.827 -7.373
C 2.186 1.760 -2.445
C 3.554 3.126 -8.112
C -2.675 -3.532 5.046
C 4.769 0.996 -7.471
C -4.472 -2.520 6.328
C 6.809 1.675 -2.297
C -3.012 -1.378 -1.173
C 0.651 3.787 -1.477
C -2.057 0.349 -4.313
C 4.458 1.650 -1.243
C -8.284 0.345 1.562
C 1.557 -2.741 6.807
C 5.815 2.718 -8.904
C 2.792 -2.148 8.815
C -10.458 0.777 0.466
C 3.427 -1.395 -0.914
C 4.160 -1.406 -2.311
C 3.992 -1.347 4.002
C 3.513 1.145 -2.254
C -2.229 1.528 -3.293
C 5.821 1.406 -8.187
C 6.078 2.826 -3.163
C -4.698 0.954 -2.601
C -8.248 -0.975 0.934
C 1.371 -4.247 8.760
C -9.314 1.169 1.346
C 2.450 -1.857 7.555
C 1.026 -3.955 7.500
C 1.166 1.297 -3.518
C -3.160 -2.659 6.110
C -0.830 -1.893 -0.437
C -3.686 -4.239 4.201
C 1.415 -0.454 3.084
C -0.632 -0.355 -4.300
C -3.740 2.026 -3.252
H -5.737 -4.610 3.817
H -5.740 1.370 -2.705
H 2.814 -0.972 7.050
H 0.099 -4.312 5.921
H 4.464 3.922 1.269
H 3.333 -2.436 -0.497
H 3.996 -0.818 -0.133
H 2.384 -0.979 -0.971
H 3.771 -2.312 -2.855
H 0.997 -5.123 9.272
H -0.760 -1.470 -4.389
H 4.608 4.477 -9.362
H -3.497 1.324 -0.748
H -4.627 -0.048 -3.103
H 1.054 -0.804 -2.976
H 6.391 2.908 -4.226
H -2.198 0.800 -5.337
H 5.476 2.580 1.133
H -0.097 5.242 1.039
H -0.203 0.145 -2.116
H -2.419 -2.140 6.703
H -0.936 -2.724 0.308
H -5.287 1.253 -0.448
H -1.651 2.393 -3.704
H -2.837 -0.449 -4.230
H -11.234 -0.798 -0.828
H 7.481 0.943 -2.866
H 4.762 0.051 -6.946
H 1.826 3.348 -7.455
H -10.209 2.782 1.598
H -0.828 -2.368 -1.457
H 0.439 -0.182 2.703
H -7.452 0.616 2.197
H 0.138 -1.380 -0.234
H -2.241 -4.948 3.263
H 5.248 -1.605 -2.138
H 0.501 2.160 -3.764
H 5.934 -0.042 -1.143
H -2.864 -0.985 -2.213
H 4.961 -1.627 4.394
H 3.699 -1.782 10.398
H 1.732 1.017 -4.469
H 6.428 1.482 -0.171
H -4.204 -0.725 0.524
H -0.607 6.134 -0.290
H -8.473 -2.960 -0.235
H 2.206 1.794 5.074
H 7.541 1.176 -8.860
H -1.975 1.280 -2.237
H 5.509 3.628 -2.652
H -3.791 2.936 -2.586
H -4.111 2.357 -4.257
H 3.046 -0.325 -3.820
H -5.244 -1.303 -0.836
H -5.916 -1.796 7.251
H 3.200 -3.611 2.033
H -0.103 -0.046 -5.247
H -3.096 -2.495 -1.242

no.,LUMO energy (eV),electronic energy (Eh)
1,1.07,-6849.85012
2,3.75,-7714.00359
3,-1.75,-4200.30424